Entry 1:
Density functional theory data (ωB97M-V with the def2-TZVPD basis set) for one molecule with the formula C6H10O.

Structure (XYZ):
```
17
Properties=species:S:1:pos:R:3:nbo_charge:R:1
C 1.970 -0.526 0.138 -0.61
C 0.776 0.311 0.560 -0.20
C -0.015 1.061 -0.546 -0.43
C -1.308 0.634 0.166 0.08
O -2.420 0.077 -0.620 -0.47
C -2.277 -0.916 -1.447 0.13
C -0.532 -0.411 0.961 -0.43
H 2.347 -1.119 0.978 0.21
H 2.786 0.112 -0.220 0.21
H 1.699 -1.216 -0.671 0.20
H 1.062 1.009 1.353 0.20
H 0.158 2.136 -0.665 0.22
H 0.095 0.574 -1.522 0.22
H -1.758 1.435 0.757 0.20
H -1.162 -1.154 -1.453 0.02
H -0.623 -1.376 0.462 0.21
H -0.769 -0.539 2.019 0.22
```

As for the electronic energy: -309.71524 a.u.


Entry 2:
Density functional theory data (ωB97M-V with the def2-TZVPD basis set) for a 2-piece molecular cluster, C6H10O overall.

Structure (XYZ):
```
17
Properties=species:S:1:pos:R:3:nbo_charge:R:1
C -0.855 -1.267 -0.691 -0.37
C 0.236 -1.197 0.080 -0.25
C -0.245 -1.975 1.232 0.36
O 0.509 -2.769 1.745 -0.57
H -0.924 -1.687 -1.676 0.21
H -1.750 -0.900 -0.199 0.19
H 1.259 -1.403 -0.243 0.23
H -1.347 -2.029 1.421 0.12
C 0.628 1.116 1.117 -0.39
C 0.862 1.234 -0.188 -0.15
C -0.136 1.778 -1.163 -0.66
H 1.395 0.851 1.836 0.21
H -0.344 1.373 1.534 0.19
H 1.854 0.997 -0.573 0.20
H 0.248 2.763 -1.442 0.23
H -1.120 1.920 -0.703 0.21
H -0.269 1.195 -2.086 0.22
```

As for the electronic energy: -309.71863 a.u. Its structure (SMILES) is C=CC=O.C=CC.


Entry 3:
Density functional theory data (ωB97M-V with the def2-TZVPD basis set) for one molecule with the formula C6H10O.

Structure (XYZ):
```
17
Properties=species:S:1:pos:R:3:nbo_charge:R:1
C 2.214 0.091 0.134 -0.64
C 0.744 -0.173 0.047 -0.02
C 0.066 -1.213 0.532 -0.18
C -1.413 -1.146 0.252 -0.44
C -1.589 0.211 -0.469 -0.43
C -0.177 0.826 -0.623 0.06
O -0.046 2.129 -0.066 -0.71
H 2.398 1.069 0.593 0.23
H 2.664 0.123 -0.866 0.22
H 2.728 -0.680 0.717 0.22
H 0.519 -2.045 1.066 0.21
H -2.002 -1.208 1.176 0.21
H -1.736 -1.985 -0.376 0.21
H -2.079 0.092 -1.440 0.22
H -2.206 0.904 0.111 0.22
H 0.093 0.962 -1.677 0.18
H -0.178 2.044 0.888 0.46
```

As for the electronic energy: -309.84159 a.u. Its structure (SMILES) is CC1=CCC[C@H]1O.


Entry 4:
Density functional theory data (ωB97M-V with the def2-TZVPD basis set) for one molecule with the formula C6H10O.

Structure (XYZ):
```
17
Properties=species:S:1:pos:R:3:nbo_charge:R:1
C -1.448 -1.646 0.472 -0.64
C -0.498 -0.482 0.374 -0.02
C 0.422 -0.075 1.261 -0.18
C 1.331 1.018 0.755 -0.46
C 0.636 1.429 -0.584 -0.43
C -0.494 0.386 -0.867 0.07
O -0.336 -0.355 -2.074 -0.71
H -1.480 -2.199 -0.477 0.23
H -2.475 -1.310 0.668 0.22
H -1.162 -2.341 1.267 0.22
H 0.585 -0.559 2.218 0.21
H 2.418 0.626 0.628 0.20
H 1.851 1.716 1.402 0.24
H 0.223 2.444 -0.682 0.22
H 1.407 1.324 -1.340 0.22
H -1.477 0.860 -1.009 0.18
H 0.499 -0.838 -2.012 0.46
```

As for the electronic energy: -309.81300 a.u. Its structure (SMILES) is CC1=CCC[C@H]1O.


Energy above the lowest of the compared OMol25 structures with the same formula, charge and spin, respectively: 79.8; 77.6; 0.5; 18.4 kcal per mole.
HOMO energy, respectively: -8.49; -8.61; -9.19; -8.93 eV.
Orbital gap, respectively: 9.43; 9.54; 10.18; 9.86 eV.